Formula: C37H60F2N3O7P4S
Source: the Open Molecules 2025 dataset
Level of theory: ωB97M-V/def2-TZVPD

```
114
Properties=species:S:1:pos:R:3:forces:R:3
C 9.923314 -3.329288 -0.221856 -0.2 0.0 -0.1
C 8.579821 -2.598836 -0.226309 0.4 0.1 0.0
C 8.699310 -1.179090 -0.819121 -0.1 -0.4 0.0
C 7.520045 -0.778841 -1.717867 0.0 0.4 0.3
C 6.398964 -0.022821 -0.965432 0.0 -0.6 0.4
C 5.000184 -0.638829 -1.117655 -0.1 0.1 -0.6
C 4.109444 0.123325 -2.107616 0.2 -0.3 0.4
C 2.799591 -0.620415 -2.379074 0.3 0.3 0.4
C 1.870918 -0.602948 -1.138634 0.2 0.1 0.0
C 0.428453 -0.172486 -1.438850 0.1 0.1 -0.3
C 0.412539 1.294057 -1.880004 -0.1 0.0 0.0
C 1.341805 2.214882 -1.412442 -0.1 0.0 0.0
C 1.237686 3.542666 -1.790666 0.4 0.2 0.2
N 0.289611 4.040658 -2.576297 -0.1 -0.3 0.0
C -0.566532 3.147965 -3.056627 -0.2 0.0 -0.2
C -0.540581 1.791302 -2.756505 0.0 0.0 -0.1
C -0.217349 -1.081585 -2.518613 0.0 -0.5 0.6
P 0.287710 -2.881915 -2.569899 0.1 -0.2 -0.5
O 1.360430 -3.175758 -3.525674 0.1 0.1 0.1
O 0.605544 -3.312851 -1.077257 0.0 0.0 0.0
O -1.077969 -3.588521 -3.002661 0.1 -0.1 0.2
O -1.632501 -1.007886 -2.623600 0.2 0.8 -0.2
C -2.519176 -0.625722 -1.567076 -0.5 -0.3 0.1
C -3.662123 0.125886 -2.244880 -0.2 -0.2 0.0
C -4.970309 0.322073 -1.452757 -0.2 0.4 0.0
C -6.202029 -0.146078 -2.237159 0.6 0.0 -0.2
C -6.358132 -1.655229 -2.381446 -0.4 0.2 0.1
C -6.928775 -2.330097 -1.136431 0.1 -0.4 0.0
O -7.644147 -3.505029 -1.453220 0.1 0.2 0.0
C -6.825673 -4.643274 -1.670568 -0.2 -0.4 -0.1
C -6.981400 -5.637633 -0.538852 -0.2 0.1 0.0
P -3.024500 -2.263249 -0.880649 0.7 -0.4 0.2
O -1.844360 -2.764631 -0.114462 0.0 0.0 0.1
C -1.895692 0.061296 -0.320783 0.6 0.0 -0.1
P -2.381891 1.888735 -0.079950 -0.5 0.0 -0.1
N -3.135154 1.672442 1.426560 0.0 0.4 -0.4
O -0.967909 2.551916 0.432748 0.0 0.1 -0.2
N -0.440447 -0.359786 -0.182837 0.1 0.1 -0.2
P 0.299308 0.167185 1.401064 0.6 -0.5 1.1
S 1.147294 -1.250471 2.353147 -0.1 0.1 -0.3
H 10.674008 -2.751049 0.314475 0.1 0.0 0.1
H 9.834494 -4.310527 0.241104 0.1 0.0 0.1
H 10.277790 -3.486356 -1.240424 0.1 0.1 -0.1
H 7.874235 -3.181721 -0.818526 -0.1 -0.1 0.1
H 8.226430 -2.564610 0.804330 -0.3 0.0 0.0
H 9.622345 -1.147351 -1.397930 0.1 0.1 0.0
H 8.797843 -0.471629 0.003581 0.2 0.2 -0.1
H 7.115647 -1.688220 -2.159771 0.0 0.0 -0.2
H 7.883867 -0.147381 -2.526773 0.0 -0.1 -0.1
H 6.389218 1.025578 -1.260256 0.0 0.1 0.0
H 6.652999 -0.048362 0.095111 0.0 0.1 0.1
H 4.489270 -0.738044 -0.157953 0.0 0.1 0.1
H 5.106915 -1.650274 -1.516809 0.0 -0.1 0.2
H 4.665117 0.250459 -3.036016 0.0 0.0 -0.1
H 3.924400 1.119575 -1.698625 0.0 0.1 -0.2
H 3.070060 -1.646771 -2.601960 -0.3 -0.1 -0.3
H 2.312732 -0.172926 -3.243710 -0.1 -0.1 -0.1
H 2.323200 0.097755 -0.439079 -0.2 0.0 0.2
H 1.874789 -1.552185 -0.617516 0.0 -0.1 0.0
H 2.138814 1.945356 -0.741238 0.1 0.0 0.0
H 1.969424 4.247325 -1.419224 0.1 0.1 0.0
H -1.336697 3.524079 -3.714979 -0.1 0.1 -0.1
H -1.271841 1.155158 -3.222399 -0.1 -0.1 -0.1
H 0.177856 -0.733850 -3.473233 -0.1 0.0 -0.1
H 1.071522 -4.160902 -1.049812 0.1 0.0 0.1
H -0.841420 -4.293600 -3.624303 -0.2 0.0 -0.1
H -3.329025 1.105877 -2.573977 0.2 0.0 -0.1
H -3.869216 -0.443545 -3.152838 0.0 -0.1 0.0
H -4.949147 -0.091782 -0.443024 0.0 -0.2 0.0
H -5.105904 1.395916 -1.313552 0.1 0.1 0.2
H -6.095226 0.282538 -3.236838 -0.1 0.1 0.0
H -7.093103 0.305069 -1.804661 -0.1 -0.1 0.1
H -7.085115 -1.842105 -3.172584 0.0 -0.1 -0.1
H -5.422523 -2.109439 -2.716849 0.1 -0.1 0.0
H -7.623697 -1.650589 -0.646512 -0.1 0.0 0.0
H -6.154779 -2.595565 -0.405330 0.1 0.2 0.1
H -7.146636 -5.099035 -2.608421 0.0 0.0 -0.1
H -5.773270 -4.368813 -1.793650 0.1 0.2 0.0
H -6.394860 -6.536195 -0.717961 0.2 0.0 0.1
H -6.700994 -5.178290 0.408153 0.1 -0.1 0.1
H -8.023418 -5.939735 -0.451498 -0.1 0.0 0.0
H -3.355753 -3.064727 -1.980153 -0.4 0.1 0.0
H -4.143456 -2.092768 -0.051236 -0.2 0.0 -0.3
H -2.355332 -0.433780 0.537268 -0.1 0.3 0.2
H -2.554132 2.011530 2.188072 -0.2 -0.1 0.2
H -3.994529 2.207751 1.422892 -0.1 0.0 0.3
H -0.730753 3.258312 -0.183858 0.2 0.1 0.1
H -0.490331 -1.398378 -0.043154 -0.2 -0.1 0.0
H -0.825401 0.697208 2.037746 0.0 0.1 -0.3
H 1.112410 1.244256 1.053643 -0.3 0.1 -0.2
F -3.914306 2.715991 4.094053 0.0 0.0 0.0
C -3.440152 2.085605 5.200766 0.1 -0.1 0.1
C -4.159673 1.033150 5.725002 -0.1 0.0 -0.1
C -3.663333 0.390412 6.849754 0.1 0.0 0.0
C -2.472530 0.808696 7.427957 0.0 0.0 0.0
C -1.771001 1.872933 6.879641 0.0 -0.1 0.0
C -2.253459 2.521585 5.751438 0.1 0.1 -0.1
H -5.088718 0.729330 5.261846 0.0 0.0 0.0
H -4.210634 -0.439013 7.275863 0.0 0.0 0.0
H -2.093369 0.306554 8.307075 0.0 0.0 0.0
H -0.846553 2.204409 7.332156 0.0 0.0 0.0
H -1.723347 3.353877 5.306855 0.0 0.0 0.0
F 3.745091 6.430351 4.731295 0.0 0.0 0.0
C 3.047964 5.771072 3.794558 0.0 0.0 -0.1
C 3.665721 4.750139 3.099434 0.1 -0.1 0.0
C 2.937842 4.071526 2.134050 -0.1 0.0 0.0
C 1.619284 4.421836 1.875565 0.0 -0.1 0.0
C 1.021355 5.453823 2.586268 0.0 -0.1 0.0
C 1.736606 6.136366 3.557765 -0.1 0.1 0.0
H 4.695273 4.499714 3.314976 0.0 0.0 0.0
H 3.408008 3.265901 1.582912 0.0 0.0 0.0
H 1.057399 3.888163 1.120254 0.0 0.0 0.0
H -0.004405 5.732014 2.383600 0.0 0.0 0.0
H 1.292782 6.941209 4.127381 0.0 0.0 0.0
```
Positions in Å, forces in eV/Å.

gap between HOMO and LUMO	8.80	eV
total charge	+1
2S+1	1
M	852.9	g/mol
max |F|	0.026	Eh/bohr